No. 1
Formula: C22H42F8InN2O22S9
Source: the OMol25 dataset
Level of theory: ωB97M-V with the def2-TZVPD basis set

```
106
Properties=species:S:1:pos:R:3:lowdin_charge:R:1
In -5.811 -1.427 2.659 0.973
C -8.957 -0.307 -3.818 -0.563
F -10.114 -0.385 -4.539 0.140
F -8.306 -1.463 -3.864 0.180
F -8.250 0.756 -4.268 0.128
S -9.500 0.045 -1.970 0.766
O -10.900 0.425 -1.772 -0.255
O -9.161 -1.227 -1.174 -0.326
N -8.392 1.237 -1.364 -0.131
S -9.138 2.588 -1.800 0.584
O -9.788 2.858 -3.054 -0.199
O -9.844 2.909 -0.606 -0.146
C -7.636 3.817 -1.822 -0.525
F -8.100 5.079 -1.830 0.142
F -7.066 3.693 -0.563 0.078
F -6.715 3.647 -2.837 0.119
N -1.788 -1.930 -0.323 -0.156
S -0.281 -2.060 -0.001 0.555
O 0.563 -0.834 0.151 -0.217
O 0.395 -3.356 -0.278 -0.202
F -0.722 -2.255 1.601 -0.249
S -1.419 -1.918 -1.961 0.576
O -1.105 -3.161 -2.666 -0.219
O -0.751 -0.716 -2.446 -0.217
F -2.959 -1.699 -2.438 -0.205
C 6.435 1.082 3.082 -0.221
C 7.428 2.220 3.518 -0.178
C 8.874 1.671 3.126 -0.176
S 8.598 0.724 1.544 0.766
O 9.121 -0.657 1.764 -0.345
O 9.040 1.556 0.397 -0.347
C 6.745 0.714 1.644 -0.215
H 5.374 1.318 3.165 0.114
H 6.630 0.258 3.768 0.114
H 7.378 2.500 4.571 0.108
H 7.168 3.126 2.971 0.107
H 9.123 0.836 3.781 0.089
H 9.696 2.384 3.065 0.102
H 6.442 -0.262 1.264 0.103
H 6.284 1.382 0.916 0.105
C 0.617 5.848 3.837 -0.200
C -0.747 6.195 4.520 -0.213
C -1.797 5.948 3.464 -0.237
S -1.284 4.530 2.465 0.711
O -1.007 4.900 1.073 -0.328
O -2.020 3.336 2.824 -0.343
C 0.421 4.435 3.229 -0.183
H 1.425 6.011 4.550 0.113
H 0.756 6.611 3.072 0.114
H -0.747 7.245 4.810 0.122
H -0.821 5.511 5.366 0.117
H -1.741 6.739 2.717 0.103
H -2.832 5.896 3.801 0.109
H 1.024 4.079 2.394 0.098
H 0.323 3.635 3.964 0.096
C 3.785 -8.698 7.376 -0.206
C 3.401 -7.888 8.568 -0.233
C 3.016 -6.495 7.997 -0.232
S 2.123 -6.815 6.464 0.683
O 2.848 -6.074 5.462 -0.329
O 0.679 -6.641 6.700 -0.361
C 2.529 -8.584 6.423 -0.204
H 3.855 -9.744 7.674 0.114
H 4.736 -8.355 6.969 0.124
H 4.260 -7.690 9.208 0.116
H 2.526 -8.101 9.183 0.122
H 3.906 -5.976 7.640 0.099
H 2.381 -5.902 8.655 0.104
H 2.618 -8.940 5.397 0.100
H 1.730 -9.203 6.833 0.102
C 5.327 2.721 -5.374 -0.188
C 6.313 3.862 -5.921 -0.182
C 6.805 4.620 -4.644 -0.210
S 5.263 4.949 -3.694 0.722
O 4.698 6.177 -4.268 -0.314
O 5.544 4.802 -2.297 -0.314
C 4.426 3.410 -4.351 -0.205
H 5.980 1.999 -4.883 0.106
H 4.770 2.134 -6.104 0.114
H 5.724 4.494 -6.586 0.108
H 7.168 3.480 -6.479 0.110
H 7.459 5.475 -4.817 0.106
H 7.487 3.965 -4.102 0.102
H 3.508 3.755 -4.827 0.098
H 4.024 2.862 -3.499 0.099
C -4.646 1.366 -9.443 -0.186
C -3.353 1.910 -8.724 -0.165
O -2.549 2.438 -9.760 -0.215
S -3.240 2.350 -11.275 0.736
O -2.229 1.892 -12.212 -0.229
O -3.931 3.604 -11.568 -0.245
O -4.266 1.176 -10.766 -0.199
H -5.504 2.037 -9.396 0.127
H -4.938 0.424 -8.979 0.129
H -2.763 1.187 -8.162 0.124
H -3.554 2.724 -8.027 0.123
C -4.835 -7.061 1.214 -0.257
C -4.680 -7.092 2.766 -0.260
O -4.211 -5.918 3.319 -0.057
O -5.721 -6.060 0.831 -0.071
H -5.204 -8.057 0.969 0.118
H -3.951 -6.846 0.614 0.119
H -4.049 -7.931 3.060 0.123
H -5.694 -7.310 3.101 0.114
H -3.541 -6.091 3.985 0.093
H -6.190 -6.427 0.077 0.089
```

As for the molar mass: 1242.0 g/mol. The value obtained for the maximum force is 11.33 eV Å⁻¹. The HOMO energy comes out at -11.5 eV. Its total charge is +1.

No. 2
Formula: C45H90BN2O18P3S
Source: the OMol25 dataset
Level of theory: ωB97M-V with the def2-TZVPD basis set

```
160
Properties=species:S:1:pos:R:3:lowdin_charge:R:1
C 4.856 -4.077 1.613 0.017
C 3.457 -3.861 0.948 -0.505
O 2.881 -2.817 1.112 0.095
O 2.959 -4.931 0.215 -0.046
C 2.385 -4.452 -1.043 -0.158
C 0.825 -4.149 -0.877 -0.148
C 0.049 -5.208 -1.747 -0.217
C -1.471 -5.344 -1.364 -0.196
C -2.304 -4.019 -1.565 -0.213
C -2.974 -3.855 -2.977 -0.203
C -1.944 -3.641 -4.165 -0.166
C -0.859 -2.542 -3.865 -0.222
N -0.611 -1.594 -4.974 -0.065
C 0.824 -1.446 -5.260 -0.160
C 1.620 -0.717 -4.088 -0.249
C 0.857 0.622 -3.750 -0.106
O -0.260 0.421 -2.861 -0.111
C -0.223 1.272 -1.759 -0.204
C 0.199 0.721 -0.459 0.046
C 0.231 1.539 0.735 -0.245
C 0.640 0.922 2.121 -0.062
C -0.155 2.948 0.647 -0.045
C -0.566 3.473 -0.640 -0.028
C -0.627 2.663 -1.873 -0.112
C -1.120 3.387 -3.159 -0.348
C 0.050 4.176 -3.897 -0.072
C -1.956 2.488 -4.152 -0.071
O 2.905 -0.390 -4.649 -0.071
C 3.965 -0.577 -3.723 -0.477
C 5.148 0.374 -4.232 -0.006
C 4.567 -2.054 -3.753 0.001
B 4.439 -2.652 -5.248 -0.579
O 3.756 -3.831 -5.574 0.144
O 5.023 -1.953 -6.344 0.092
N 3.644 -0.111 -2.327 0.134
C 4.605 -0.211 -1.586 -0.735
S 5.988 -0.145 -0.763 0.714
H 4.812 -5.010 2.225 0.089
H 5.597 -4.163 0.772 0.092
H 5.106 -3.164 2.207 0.090
H 2.919 -3.495 -1.271 0.099
H 2.553 -5.211 -1.850 0.126
H 0.622 -4.311 0.218 0.129
H 0.651 -3.087 -1.185 0.096
H 0.218 -5.012 -2.844 0.093
H 0.518 -6.219 -1.561 0.117
H -1.983 -6.168 -1.936 0.112
H -1.493 -5.611 -0.268 0.112
H -3.134 -4.034 -0.801 0.111
H -1.648 -3.152 -1.285 0.093
H -3.701 -3.000 -2.916 0.113
H -3.571 -4.772 -3.218 0.106
H -2.565 -3.299 -5.041 0.109
H -1.436 -4.624 -4.372 0.105
H 0.127 -2.993 -3.568 0.091
H -1.219 -1.922 -2.995 0.111
H -1.104 -1.858 -5.827 0.103
H 1.279 -2.474 -5.396 0.119
H 0.971 -0.886 -6.220 0.134
H 1.654 -1.444 -3.239 0.144
H 0.453 1.024 -4.713 0.118
H 1.590 1.307 -3.248 0.135
H 0.480 -0.357 -0.362 0.112
H -0.241 0.861 2.820 0.084
H 1.438 1.584 2.535 0.079
H 0.962 -0.129 1.929 0.068
H -0.143 3.569 1.577 0.108
H -0.858 4.552 -0.694 0.107
H -1.824 4.197 -2.809 0.127
H 0.452 4.984 -3.230 0.077
H 0.839 3.498 -4.303 0.066
H -0.419 4.717 -4.772 0.081
H -2.866 2.992 -4.557 0.078
H -2.322 1.604 -3.554 0.084
H -1.314 2.038 -4.959 0.069
H 6.143 -0.014 -3.909 0.080
H 5.006 1.398 -3.800 0.098
H 5.145 0.483 -5.344 0.092
H 4.104 -2.729 -2.986 0.094
H 5.670 -2.041 -3.521 0.121
H 3.314 -4.174 -4.777 0.094
H 4.284 -1.497 -6.792 0.115
C -5.287 -1.042 7.130 -0.081
C -3.798 -1.228 6.904 -0.293
O -3.176 -0.013 6.502 -0.210
P -2.444 0.987 7.606 0.656
O -1.713 -0.054 8.421 -0.240
O -1.174 1.501 6.697 -0.222
C 0.164 1.353 7.163 -0.297
C 0.790 0.099 6.585 -0.072
O -3.269 2.293 6.944 -0.194
C -4.665 2.448 7.154 -0.291
C -5.035 2.504 8.621 -0.080
H -5.471 -0.355 7.961 0.062
H -5.762 -1.997 7.365 0.079
H -5.766 -0.624 6.242 0.077
H -3.337 -1.651 7.797 0.103
H -3.646 -1.946 6.094 0.119
H 0.203 1.354 8.253 0.103
H 0.727 2.227 6.825 0.114
H 0.170 -0.783 6.758 0.074
H 1.776 -0.080 7.017 0.077
H 0.896 0.193 5.501 0.065
H -5.209 1.662 6.629 0.098
H -4.952 3.389 6.678 0.122
H -4.702 1.608 9.154 0.065
H -6.118 2.594 8.734 0.086
H -4.563 3.363 9.103 0.083
C -11.317 7.530 9.186 -0.083
C -11.449 6.454 10.247 -0.294
O -10.369 5.527 10.190 -0.224
P -9.021 5.702 11.156 0.689
O -9.803 5.993 12.421 -0.235
O -8.742 4.107 11.457 -0.226
C -8.654 3.622 12.795 -0.298
C -9.986 3.049 13.239 -0.076
O -8.128 5.415 9.745 -0.208
C -8.044 6.401 8.727 -0.294
C -7.489 7.717 9.230 -0.082
H -10.427 8.141 9.360 0.062
H -12.189 8.188 9.196 0.079
H -11.226 7.087 8.192 0.076
H -11.544 6.912 11.231 0.102
H -12.365 5.885 10.068 0.119
H -8.308 4.403 13.474 0.103
H -7.899 2.833 12.808 0.114
H -10.803 3.757 13.086 0.072
H -9.958 2.773 14.295 0.077
H -10.232 2.161 12.653 0.076
H -9.018 6.527 8.252 0.094
H -7.377 6.003 7.958 0.122
H -8.090 8.118 10.053 0.065
H -7.469 8.453 8.424 0.086
H -6.472 7.585 9.604 0.082
C 7.320 -3.273 -8.144 -0.080
C 8.800 -3.421 -8.440 -0.287
O 9.038 -3.615 -9.830 -0.208
P 9.406 -2.342 -10.827 0.655
O 10.396 -1.624 -9.940 -0.241
O 10.485 -3.086 -11.821 -0.221
C 11.792 -2.551 -12.007 -0.300
C 12.782 -3.246 -11.093 -0.078
O 8.243 -2.879 -11.915 -0.194
C 6.860 -2.747 -11.618 -0.292
C 6.454 -1.313 -11.346 -0.084
H 6.916 -2.374 -8.615 0.063
H 7.147 -3.199 -7.069 0.068
H 6.759 -4.129 -8.528 0.084
H 9.345 -2.563 -8.045 0.103
H 9.182 -4.307 -7.925 0.119
H 11.799 -1.470 -11.858 0.102
H 12.074 -2.730 -13.047 0.114
H 12.452 -3.233 -10.053 0.072
H 13.765 -2.773 -11.151 0.076
H 12.885 -4.297 -11.372 0.076
H 6.592 -3.408 -10.793 0.098
H 6.315 -3.112 -12.492 0.124
H 7.028 -0.884 -10.519 0.065
H 5.392 -1.261 -11.094 0.084
H 6.633 -0.691 -12.225 0.082
```

As for the molar mass: 1083.0 g/mol. The value obtained for the maximum force is 9.45 eV Å⁻¹. As for the SMILES: CC(=O)OCCCCCCCCNC[C@H](COc1cc(C)ccc1C(C)C)O[C@](C)(CB(O)O)N=C=S.CCOP(=O)(OCC)OCC.CCOP(=O)(OCC)OCC.CCOP(=O)(OCC)OCC. The HOMO energy comes out at -8.3 eV. Its total charge is 0.

No. 3
Formula: C2H2BrN
Source: the OMol25 dataset
Level of theory: ωB97M-V with the def2-TZVPD basis set

```
6
Properties=species:S:1:pos:R:3:nbo_charge:R:1
C -0.080 0.324 -0.106 -0.510
C -0.317 1.615 -0.514 0.332
N -0.769 2.746 -0.632 -0.412
Br -0.433 4.706 -1.304 0.097
H 0.248 0.391 0.953 0.247
H -0.250 -0.556 -0.684 0.246
```

As for the molar mass: 119.9 g/mol. The value obtained for the maximum force is 3.37 eV Å⁻¹. As for the SMILES: C=C=NBr. Its energy relative to the best compared isomer or geometry (same formula, charge and spin) is 63.6 kcal per mole. The HOMO energy (spin up / spin down) comes out at -8.8 / -9.3 eV. Its total charge is 0.

No. 4
Formula: C18H27N5O3S
Source: the OMol25 dataset
Level of theory: ωB97M-V with the def2-TZVPD basis set

```
54
Properties=species:S:1:pos:R:3:nbo_charge:R:1
C 2.403 -4.392 4.576 -0.283
C 2.068 -4.113 3.322 -0.034
C 1.738 -3.599 1.809 -0.481
C 2.759 -2.350 1.534 0.014
C 2.231 -0.879 1.857 -0.246
C 3.228 0.315 1.609 0.269
O 2.817 1.699 1.841 -0.455
C 2.016 1.651 3.049 0.517
N 1.137 1.729 3.906 -0.346
C 4.711 -0.049 1.091 0.080
N 5.831 0.843 0.821 -0.558
S 7.223 -0.054 0.298 0.828
N 6.631 -1.680 0.286 -0.563
C 5.259 -1.542 0.765 0.138
C 4.187 -2.723 1.009 -0.211
H 3.032 -4.351 5.552 0.277
H 1.954 -4.462 1.055 0.255
H 0.627 -3.279 1.705 0.257
H 1.156 -0.783 2.247 0.290
H 4.442 -3.828 0.844 0.248
C -4.707 1.897 2.517 -0.249
O -4.496 0.564 2.079 -0.550
C -3.760 0.452 0.863 -0.074
C -2.228 0.510 1.042 -0.094
C -1.697 1.923 1.268 -0.615
N -1.780 -0.351 2.146 -0.835
H -4.849 2.589 1.682 0.169
H -3.875 2.222 3.145 0.168
H -5.609 1.910 3.134 0.190
H -4.013 -0.535 0.458 0.182
H -4.109 1.187 0.127 0.166
H -1.776 0.141 0.114 0.207
H -1.910 2.298 2.271 0.210
H -0.609 1.944 1.145 0.212
H -2.125 2.622 0.543 0.203
H -2.062 -1.310 1.945 0.350
H -2.335 -0.104 2.967 0.362
C -0.247 1.820 -2.204 -0.250
O -1.038 0.652 -2.353 -0.557
C -1.900 0.665 -3.490 -0.076
C -1.219 0.232 -4.806 -0.081
C -0.341 1.318 -5.422 -0.615
N -0.417 -0.985 -4.625 -0.821
H -0.775 2.722 -2.526 0.171
H 0.691 1.710 -2.751 0.170
H 0.002 1.926 -1.145 0.191
H -2.690 -0.060 -3.266 0.182
H -2.394 1.639 -3.593 0.166
H -2.014 0.013 -5.529 0.190
H 0.600 1.452 -4.885 0.203
H -0.084 1.058 -6.454 0.222
H -0.864 2.279 -5.443 0.203
H -1.028 -1.732 -4.297 0.350
H 0.208 -0.820 -3.833 0.355
```

As for the molar mass: 393.5 g/mol. The value obtained for the maximum force is 7.65 eV Å⁻¹. As for the SMILES: C#CCc1cc(OC#N)c2nsnc2c1.COC[C@@H](C)N.COC[C@@H](C)N. Its energy relative to the best compared isomer or geometry (same formula, charge and spin) is 349.1 kcal per mole. The HOMO energy comes out at -8.9 eV. Its total charge is 0.

No. 5
Formula: C30H34IN4O2SiYb
Source: the OMol25 dataset
Level of theory: ωB97M-V with the def2-TZVPD basis set

```
73
Properties=species:S:1:pos:R:3:lowdin_spin:R:1
C -1.406 -0.258 -4.922 0.010
I -1.771 -4.653 -2.651 0.007
H -0.486 -0.680 -5.256 0.002
H -1.708 0.718 -5.364 0.004
H -2.155 -1.004 -5.069 0.001
C -1.414 -2.717 -0.462 0.013
C -0.200 -2.944 -1.023 -0.062
N -0.231 -2.295 -2.263 -0.070
C -1.305 -1.442 -2.328 -0.125
N -2.057 -1.802 -1.266 -0.041
H -1.816 -3.113 0.453 0.002
H 0.631 -3.525 -0.672 -0.015
C 0.228 2.461 -1.634 0.041
C -0.669 0.919 -2.955 0.279
N -0.882 1.654 -1.857 0.156
H 2.011 2.670 -2.946 0.032
N 0.497 1.343 -3.510 0.141
H 0.281 3.147 -0.817 0.011
Yb 0.659 -0.442 -1.299 0.121
C -1.602 -0.194 -3.416 0.029
O -2.851 0.102 -3.180 0.012
C 1.075 2.242 -2.649 0.044
C 1.061 1.103 -4.851 0.078
H 1.601 0.133 -4.898 0.021
H 1.807 1.899 -4.999 0.027
H 0.325 1.180 -5.686 0.013
C -2.088 1.819 -1.007 0.019
H -2.977 1.606 -1.618 0.003
H -2.101 2.829 -0.587 0.008
H -2.010 1.102 -0.177 0.004
C -3.420 -1.432 -0.909 -0.001
H -3.972 -2.363 -0.707 -0.001
H -3.804 -0.899 -1.770 0.001
H -3.449 -0.792 -0.007 -0.001
C 0.984 -2.261 -3.039 -0.007
H 0.976 -1.493 -3.823 0.003
H 1.050 -3.254 -3.489 0.001
H 1.897 -2.127 -2.373 -0.012
O -0.256 0.019 0.575 -0.005
Si 0.474 0.266 1.977 0.000
C 2.304 0.146 1.680 -0.004
C 2.918 0.944 0.699 0.011
C 4.209 0.632 0.251 0.057
C 4.914 -0.430 0.825 0.044
C 4.340 -1.163 1.868 0.021
C 3.047 -0.865 2.308 0.005
C -0.013 1.955 2.574 0.000
C 0.973 2.881 2.939 0.009
C 0.593 4.166 3.330 0.016
C -0.753 4.527 3.361 0.006
C -1.741 3.598 2.994 0.004
C -1.365 2.315 2.581 0.001
C -0.106 -1.023 3.188 0.001
C -0.727 -0.640 4.383 0.002
C -1.288 -1.612 5.220 0.002
C -1.227 -2.963 4.868 0.001
C -0.597 -3.350 3.680 0.002
C -0.038 -2.379 2.840 -0.001
H 2.400 1.822 0.296 0.007
H 4.664 1.234 -0.540 0.043
H 5.915 -0.678 0.470 0.016
H 4.899 -1.972 2.347 0.005
H 2.608 -1.424 3.142 0.001
H 2.024 2.580 2.926 0.004
H 1.370 4.886 3.617 0.005
H -1.047 5.528 3.678 0.001
H -2.797 3.861 3.035 0.001
H -2.132 1.589 2.283 0.000
H -0.767 0.419 4.652 0.000
H -1.769 -1.300 6.147 0.000
H -1.666 -3.718 5.521 0.000
H -0.531 -4.402 3.400 0.001
H 0.455 -2.685 1.911 -0.002
```

As for the multiplicity: 2. As for the molar mass: 810.7 g/mol. The value obtained for the maximum force is 4.53 eV Å⁻¹. Its energy relative to the best compared isomer or geometry (same formula, charge and spin) is 0.0 kcal per mole. The HOMO energy (spin up / spin down) comes out at 2.3 / 1.2 eV. Its total charge is -2.